C35H49F3N2O6Ti | ωB97M-V with the def2-TZVPD basis set

Structure (XYZ):
```
96
Properties=species:S:1:pos:R:3:forces:R:3:mulliken_charge:R:1
Ti -0.088868 -0.196625 0.488155 2.1069 0.5781 0.1682 -0.5367
C 5.825263 2.805963 -2.000835 -0.0112 0.0147 -0.0223 -1.5234
C 5.553621 3.139179 -0.527291 -0.0138 -0.0053 0.0042 2.3396
C 5.848501 4.623460 -0.311319 0.0113 0.0136 -0.0027 -2.3196
C 6.507466 2.321559 0.355690 0.0053 0.0013 0.0050 -1.4195
C 4.114810 2.776871 -0.158516 -0.0127 -0.0905 -0.0327 -1.0743
C 3.653059 1.488150 -0.419799 0.0770 0.0922 -0.1730 0.7856
C 2.376280 1.125538 -0.037586 -0.0761 -0.6182 -0.1573 -0.2730
N 1.707455 -0.100904 -0.266226 -0.4440 -0.0171 0.1841 -0.0447
C 2.334971 -1.357517 -0.405099 0.1108 0.4557 0.0714 -0.7751
C 3.485240 -1.664861 -1.106735 -0.0479 -0.0511 -0.1723 -0.5216
C 3.982209 -2.966845 -1.084699 -0.0131 0.0402 0.0124 -1.0802
C 3.249685 -3.937578 -0.410773 0.0034 -0.0308 -0.0326 0.1670
C 2.055250 -3.675007 0.268675 -0.0153 -0.2145 -0.0152 -0.9149
C 1.644961 -2.347782 0.301641 -0.1794 0.1681 0.4025 1.4860
O 0.575188 -1.851203 0.992137 0.0181 -0.7058 -0.1951 -0.8476
C 1.196314 -4.812469 0.830315 0.0381 0.1307 0.0786 2.7500
C 1.922181 -6.157702 0.793491 -0.0046 -0.0537 -0.0070 -2.4306
C 0.786677 -4.554383 2.287792 0.0301 0.0073 -0.0116 -1.6869
C -0.049310 -4.916679 -0.063438 -0.0477 0.0074 0.0062 -1.0829
C 5.314147 -3.266971 -1.774945 -0.0490 0.0068 -0.0198 2.3089
C 5.280575 -2.784556 -3.231489 -0.0092 -0.0212 -0.0188 -1.5930
C 6.429585 -2.524052 -1.025914 0.0099 0.0090 0.0039 -1.3516
C 5.643266 -4.759890 -1.776548 0.0125 -0.0070 -0.0048 -2.2625
C 1.593853 1.990036 0.729426 -0.2507 -0.2349 0.1887 1.3912
O 0.508706 1.381205 1.309492 0.1149 -0.0789 -0.2283 -0.1645
C 1.952813 3.326832 0.862252 0.0016 0.2334 0.3052 -0.8904
C 3.236373 3.678178 0.428847 -0.0940 0.0096 -0.0525 -0.6812
C 0.984137 4.367040 1.430626 0.0803 -0.1072 0.1235 2.8704
C -0.257446 4.397721 0.529666 0.0014 0.0064 -0.0518 -1.6002
C 1.581293 5.773964 1.433684 -0.0082 0.0447 0.0297 -2.3921
C 0.598533 4.012981 2.877084 -0.0155 -0.0142 -0.0092 -1.7095
H 6.827875 3.136433 -2.282540 0.0000 -0.0139 0.0082 0.4701
H 5.103606 3.304003 -2.651280 0.0120 0.0059 0.0033 0.3503
H 5.767480 1.733068 -2.191962 -0.0154 0.0117 -0.0013 0.1854
H 6.879864 4.833545 -0.601480 -0.0056 0.0044 0.0064 0.4624
H 5.734326 4.909648 0.735948 -0.0056 -0.0043 -0.0081 0.3882
H 5.194798 5.256478 -0.915230 0.0063 -0.0089 0.0013 0.4017
H 7.547710 2.546710 0.106345 -0.0087 -0.0025 -0.0045 0.4512
H 6.348457 1.249958 0.220745 0.0067 0.0060 0.0010 0.1474
H 6.348462 2.553027 1.410784 0.0004 -0.0048 -0.0063 0.3512
H 4.289097 0.781426 -0.926758 0.0032 0.0376 0.0019 -0.2102
H 3.955912 -0.911817 -1.719115 0.0669 -0.0127 0.0594 0.8305
H 3.605805 -4.955928 -0.427974 0.0008 0.0395 0.0012 0.5169
H 2.862242 -6.123496 1.347915 -0.0180 -0.0039 0.0089 0.4624
H 2.132770 -6.486996 -0.225857 0.0055 0.0123 0.0086 0.4078
H 1.287416 -6.914149 1.259423 0.0025 -0.0073 -0.0130 0.4605
H 1.669167 -4.540723 2.931470 -0.0068 0.0054 -0.0017 0.4093
H 0.130421 -5.359342 2.629887 0.0276 -0.0034 0.0044 0.4705
H 0.262483 -3.611136 2.406256 -0.0249 0.0255 -0.0286 0.1394
H 0.238013 -5.203238 -1.077509 0.0011 -0.0018 0.0001 0.3451
H -0.570777 -3.961758 -0.112775 0.0202 -0.0125 0.0232 -0.2093
H -0.739468 -5.670532 0.327311 0.0122 0.0012 -0.0022 0.4484
H 5.147563 -1.704270 -3.302636 -0.0056 -0.0111 0.0036 0.2548
H 4.466013 -3.261747 -3.780125 0.0086 0.0006 0.0048 0.3675
H 6.220860 -3.033056 -3.729211 -0.0035 0.0071 0.0045 0.4495
H 6.254581 -1.446115 -1.029114 0.0089 -0.0105 0.0007 0.1061
H 7.397776 -2.713826 -1.496176 -0.0055 0.0062 0.0013 0.4573
H 6.481091 -2.851362 0.014388 -0.0016 0.0037 -0.0063 0.3464
H 4.884536 -5.338652 -2.307904 0.0027 0.0068 0.0070 0.4299
H 5.733511 -5.156891 -0.763731 0.0035 0.0082 -0.0048 0.3777
H 6.599356 -4.918319 -2.279230 -0.0081 -0.0062 0.0003 0.4357
H 3.553192 4.700121 0.563313 -0.0069 -0.0147 0.0057 0.5619
H 0.021139 4.688721 -0.485424 -0.0020 0.0200 0.0070 0.3383
H -0.982539 5.121838 0.909906 -0.0015 -0.0116 -0.0004 0.4519
H -0.732932 3.424054 0.475603 0.0137 -0.0215 -0.0176 0.2310
H 1.859172 6.099032 0.429128 -0.0148 0.0099 0.0050 0.4412
H 2.459582 5.845020 2.078354 0.0030 -0.0110 -0.0087 0.4434
H 0.834251 6.472905 1.816123 0.0067 -0.0018 -0.0014 0.4374
H 0.349040 2.959720 2.982567 -0.0410 0.0212 -0.0175 0.2173
H -0.267092 4.602500 3.191449 0.0407 0.0359 0.0028 0.4431
H 1.425613 4.237500 3.554390 0.0079 -0.0294 -0.0107 0.3832
F -1.677378 0.114083 2.048832 -0.1387 0.4575 -0.4599 -0.2643
C -2.478807 1.110065 1.408701 -0.1298 -0.0324 -0.2133 1.0918
F -2.114971 2.257730 1.936831 -0.0679 0.0382 0.1003 -0.2239
F -3.714766 0.835476 1.792058 -0.0009 -0.1295 0.0819 -0.2691
C -2.355809 1.085031 -0.201706 0.1127 0.1473 0.3855 0.5310
O -3.418536 1.167463 -0.754183 0.0343 0.0800 -0.3353 -0.6126
O -1.154489 1.010523 -0.667926 -1.0311 -0.0712 0.0912 -0.5486
O -2.437401 -3.042921 1.309677 0.0151 -0.0282 0.0904 -0.3759
C -2.672968 -2.171373 0.377898 0.0045 0.1658 -0.2618 -0.2592
O -1.824909 -1.412422 -0.079363 -0.1862 -0.2277 0.1037 0.1501
C -4.109801 -2.119536 -0.121289 -0.0497 -0.0805 0.0279 0.8575
N -4.809601 -3.300623 0.402594 -0.0053 -0.0469 -0.0699 -0.6032
C -5.038420 -4.251745 -0.720170 0.0275 0.0670 0.0377 -0.6784
C -4.218369 -3.700438 -1.891328 -0.0549 0.0346 -0.0064 -0.5180
C -4.183403 -2.190761 -1.643754 0.0036 -0.0565 -0.0171 -0.8091
H -4.534914 -1.194434 0.273825 0.0649 0.0431 -0.0298 0.4316
H -5.675183 -3.041480 0.852423 0.0089 -0.0378 0.0134 0.2861
H -3.308683 -3.533505 1.381179 -0.0050 0.0662 0.0562 0.4552
H -6.100247 -4.292834 -0.967474 -0.0101 0.0290 -0.0161 0.3541
H -4.721848 -5.253394 -0.433603 -0.0199 -0.0228 -0.0023 0.3090
H -4.667029 -3.953656 -2.849872 0.0473 -0.0390 -0.0112 0.4550
H -3.206254 -4.111338 -1.876236 0.0070 0.0079 0.0164 0.1119
H -5.100992 -1.710336 -1.982930 -0.0210 -0.0198 0.0064 0.4242
H -3.344781 -1.682982 -2.114721 -0.0204 0.0115 -0.0014 0.3292
```
Forces are in eV/Å.

Results
Total charge: 0
2S+1: 1
Total energy (a.u.): -3073.2979
ΔE to the lowest compared entry with this formula, charge and spin (kJ/mol): 0.0
Strongest force on any atom (eV/Å): 2.191
HOMO-LUMO gap (eV): 7.06